8
Properties=species:S:1:pos:R:3:nbo_charge:R:1 method="wB97M-V/def2-TZVPD" e_lumo_ev=-0.4332 e_homo_ev=-10.5822 homo_lumo_gap_ev=10.149 total_energy_ha=-266.73521 smiles="C#CC(=O)C#C" total_charge=0 relative_energy_kcal_mol=52.42
C 0.64 -0.36 -2.15 -0.1390
C 0.09 -0.54 -1.13 -0.1534
C -0.79 -0.68 0.00 0.5161
O -1.76 -1.29 -0.14 -0.4382
C -0.23 -0.12 1.42 -0.1529
C 0.09 0.95 2.07 -0.1869
H 1.36 0.34 -2.90 0.2817
H 0.60 1.69 2.83 0.2726

---

8
Properties=species:S:1:pos:R:3:nbo_charge:R:1 method="wB97M-V/def2-TZVPD" e_lumo_ev=-1.4217 e_homo_ev=-10.0812 homo_lumo_gap_ev=8.660 total_energy_ha=-266.71771 smiles="O=CC=C1C#C1" total_charge=0 relative_energy_kcal_mol=63.41
O -1.21 -1.43 1.27 -0.4969
C -0.71 -0.40 0.89 0.4176
C 0.71 -0.31 0.40 -0.4667
C 0.79 0.53 -0.60 0.2484
C -0.41 0.67 -1.91 0.1814
C 0.62 1.42 -1.58 -0.2961
H -1.25 0.56 0.86 0.1290
H 1.45 -1.04 0.67 0.2833

---

14
Properties=species:S:1:pos:R:3:nbo_charge:R:1 method="wB97M-V/def2-TZVPD" e_lumo_ev=6.1494 e_homo_ev=-0.0333 homo_lumo_gap_ev=6.183 total_energy_ha=-1573.49666 total_charge=-2 relative_energy_kcal_mol=34.11
C -1.94 -0.34 0.00 -0.3524
C -1.72 1.07 -0.21 -0.6427
C -1.09 -1.33 -0.25 -0.2258
C 1.10 1.01 -0.03 -1.3542
C 0.13 -1.70 -0.68 0.6045
O 1.13 -1.64 0.37 -0.7539
O 0.18 -0.09 2.17 -1.0111
O 0.46 -2.30 -1.71 -0.7242
O 3.74 0.83 -0.08 -1.1361
P -0.33 2.02 -0.32 0.5948
P 2.61 1.62 -0.64 1.1448
S 1.31 -0.26 1.23 1.5280
H -2.94 -0.58 0.39 0.1465
H -2.63 1.68 -0.24 0.1818